# 1
{"formula": "C5H10O2", "method": "ωB97M-V with the def2-TZVPD basis set", "species": ["C", "O", "C", "C", "C", "C", "O", "H", "H", "H", "H", "H", "H", "H", "H", "H", "H"], "xyz": [[-0.8099, 1.4791, -1.3877], [0.5203, 1.1876, -0.9898], [0.7971, -0.6074, -0.8450], [-0.0013, -1.2075, 0.1485], [0.4991, -1.3262, 1.5821], [-0.2400, -0.0621, 1.5352], [0.3009, 1.0983, 1.4056], [-0.8688, 1.4072, -2.4778], [-1.0683, 2.4959, -1.0764], [-1.5193, 0.7751, -0.9321], [0.5804, -0.8367, -1.8862], [1.8564, -0.4532, -0.6463], [-0.8998, -1.7406, -0.1405], [0.0607, -2.1500, 2.1434], [1.5794, -1.2399, 1.6973], [-1.3107, -0.1292, 1.7832], [0.5237, 1.3096, 0.0867]], "forces_ev_per_a": [[-0.1, 0.0, -0.2], [0.0, 0.0, 0.1], [0.0, -0.1, 0.1], [0.0, 0.0, -0.4], [0.0, 0.1, 0.1], [-0.1, -0.1, 0.2], [0.0, 0.0, 0.0], [0.0, 0.0, 0.1], [0.0, -0.2, 0.0], [0.1, 0.1, 0.0], [0.0, 0.1, 0.2], [-0.2, 0.0, 0.0], [0.1, 0.1, 0.1], [0.0, 0.2, -0.1], [-0.2, 0.0, 0.0], [0.2, 0.0, -0.1], [0.0, -0.1, 0.1]], "e_tot_ev": -9438.752, "e_homo_ha": -0.2964, "multiplicity": 1, "e_above_lowest_kj_mol": 414.04, "lumo_ev": 1.003}

***

# 2
{"formula": "C5H10O2", "method": "ωB97M-V with the def2-TZVPD basis set", "species": ["C", "O", "C", "C", "C", "C", "O", "H", "H", "H", "H", "H", "H", "H", "H", "H", "H"], "xyz": [[-0.7388, -2.5781, 0.2235], [0.1977, -1.5352, 0.0804], [-0.4103, -0.2917, -0.0729], [-0.9302, 0.4540, 1.1578], [0.2940, 0.8680, 0.4608], [1.3921, 1.5976, 0.4033], [2.3803, 1.4375, -0.5181], [-1.4095, -2.6416, -0.6467], [-1.3503, -2.4458, 1.1276], [-0.1701, -3.5073, 0.3044], [-0.9947, -0.1905, -0.9940], [-1.8410, 1.0426, 1.0533], [-0.8191, -0.0498, 2.1173], [1.6111, 2.4151, 1.0836], [2.1777, 0.6402, -1.0300], [0.0054, 2.4363, -2.5904], [0.6057, 2.3485, -2.1599]], "forces_ev_per_a": [[-0.2, -0.3, 0.0], [0.1, 0.0, 0.0], [0.0, 0.1, -0.2], [-0.1, 0.0, 0.2], [0.2, 0.1, 0.0], [-0.3, 0.0, 0.2], [0.0, -0.2, -0.1], [0.1, 0.0, 0.1], [0.1, 0.0, -0.1], [-0.1, 0.1, 0.0], [0.1, 0.0, 0.2], [0.2, -0.1, 0.0], [0.0, 0.1, -0.1], [-0.1, -0.1, -0.1], [0.1, 0.1, 0.0], [0.0, 0.0, 0.0], [-0.1, 0.0, -0.1]], "e_tot_ev": -9438.678, "e_homo_ha": -0.3266, "multiplicity": 1, "e_above_lowest_kj_mol": 421.16, "lumo_ev": 1.010}

***

# 3
{"formula": "C5H10O2", "method": "ωB97M-V with the def2-TZVPD basis set", "species": ["C", "C", "C", "C", "O", "C", "H", "H", "H", "H", "H", "H", "H", "H", "O", "H", "H"], "xyz": [[-0.7520, 1.2342, -1.4247], [-0.5860, -0.0403, -1.0998], [-0.7600, -0.6728, 0.2575], [0.2017, -1.8254, 0.6045], [0.5928, -1.2015, 1.8298], [-0.1567, -0.0213, 1.5255], [-0.5219, 1.5922, -2.4277], [-1.0918, 1.9905, -0.7149], [-0.2495, -0.7256, -1.8835], [-1.8035, -0.9626, 0.4255], [1.0526, -1.9377, -0.0848], [-0.2570, -2.8067, 0.7687], [-0.8643, 0.2251, 2.3250], [0.5078, 0.8336, 1.3527], [2.1475, 1.7290, -0.3275], [1.3911, 2.1337, 0.1129], [1.7684, 0.9245, -0.7043]], "forces_ev_per_a": [[0.0, 0.2, 0.0], [0.1, -0.2, 0.1], [-0.1, 0.0, -0.1], [0.0, -0.3, -0.3], [0.1, -0.1, 0.2], [-0.2, 0.3, 0.1], [-0.2, -0.1, 0.2], [0.1, -0.2, -0.1], [-0.1, 0.1, 0.1], [0.1, 0.1, -0.1], [-0.2, 0.1, 0.1], [0.1, 0.1, 0.0], [0.1, 0.0, -0.1], [-0.2, -0.1, 0.0], [0.0, -0.1, 0.1], [0.2, 0.1, -0.1], [0.1, 0.2, 0.0]], "e_tot_ev": -9440.014, "e_homo_ha": -0.3629, "multiplicity": 1, "e_above_lowest_kj_mol": 292.22, "lumo_ev": 0.850}

***

# 4
{"formula": "C5H10O2", "method": "ωB97M-V with the def2-TZVPD basis set", "species": ["C", "O", "C", "C", "O", "C", "C", "H", "H", "H", "H", "H", "H", "H", "H", "H", "H"], "xyz": [[-0.4335, -0.0079, 2.2548], [0.3133, -0.4301, 1.1330], [-0.4630, -0.5673, -0.0106], [-0.9941, 1.0121, -0.6528], [-1.0816, 0.8912, -1.9401], [0.2649, -0.7141, -1.2112], [1.6874, -0.3324, -1.2688], [-0.8329, 1.0056, 2.1217], [-1.2720, -0.6932, 2.4482], [0.2483, -0.0180, 3.1075], [-1.3546, -1.1906, 0.1162], [-0.1063, 1.5116, -0.1916], [-1.9032, 1.3628, -0.1070], [-0.2171, -1.1616, -2.0686], [2.0983, -0.3886, -2.2774], [1.7905, 0.6897, -0.8750], [2.2555, -0.9692, -0.5782]], "forces_ev_per_a": [[-0.1, 0.1, 0.2], [0.1, 0.0, 0.0], [0.1, -0.4, -0.1], [0.0, 0.2, 0.2], [-0.1, 0.2, -0.2], [0.1, 0.0, 0.2], [0.0, 0.0, -0.1], [0.1, -0.1, 0.0], [0.1, 0.1, 0.0], [-0.1, 0.0, -0.1], [0.1, 0.1, 0.0], [-0.1, 0.0, -0.1], [0.2, -0.1, -0.1], [0.1, 0.1, 0.1], [-0.1, 0.0, 0.2], [0.0, -0.2, 0.0], [0.0, 0.1, -0.1]], "e_tot_ev": -9437.654, "e_homo_ha": -0.2887, "multiplicity": 1, "e_above_lowest_kj_mol": 519.95, "lumo_ev": -0.356}

***

# 5
{"formula": "C5H10O2", "method": "ωB97M-V with the def2-TZVPD basis set", "species": ["C", "C", "C", "O", "C", "C", "O", "H", "H", "H", "H", "H", "H", "H", "H", "H", "H"], "xyz": [[-1.8165, -0.3671, -0.1597], [-0.5654, 0.1096, 0.5518], [0.4039, 1.1026, -0.1352], [0.5096, 0.8561, -1.5366], [1.5669, 0.3669, 0.5540], [0.6432, -0.8694, 0.6589], [0.7697, -1.7378, -0.4418], [-2.4496, 0.4583, -0.5123], [-2.4253, -0.9766, 0.5170], [-1.5530, -1.0022, -1.0117], [-0.8091, 0.5052, 1.5466], [0.2653, 2.1747, 0.0626], [-0.3652, 0.9896, -1.9288], [1.8013, 0.7983, 1.5321], [2.4859, 0.2484, -0.0290], [0.6989, -1.4906, 1.5566], [0.8392, -1.1660, -1.2247]], "forces_ev_per_a": [[-0.1, -0.1, 0.0], [-0.1, 0.0, 0.0], [0.0, 0.2, 0.2], [-0.2, 0.1, -0.2], [0.1, 0.1, 0.0], [0.0, 0.0, 0.4], [0.0, 0.1, -0.2], [0.1, -0.1, 0.1], [0.1, 0.1, -0.1], [-0.1, 0.1, 0.1], [0.1, -0.1, -0.1], [0.0, -0.2, -0.1], [0.2, 0.0, 0.0], [-0.1, -0.1, -0.1], [-0.2, 0.0, 0.1], [0.0, 0.1, -0.1], [0.0, -0.2, 0.1]], "e_tot_ev": -9441.242, "e_homo_ha": -0.3584, "multiplicity": 1, "e_above_lowest_kj_mol": 173.78, "lumo_ev": 0.810}

***

# 6
{"formula": "C5H10O2", "method": "ωB97M-V with the def2-TZVPD basis set", "species": ["C", "C", "C", "C", "O", "C", "O", "H", "H", "H", "H", "H", "H", "H", "H", "H", "H"], "xyz": [[1.0499, 1.4512, -0.4782], [0.1289, 0.2581, -0.5843], [-0.9339, 0.1541, 0.4954], [-0.4024, -0.6064, 1.7186], [-0.5375, -2.0019, 1.5658], [-0.0348, -0.4095, -1.8773], [0.7837, -0.9899, -0.8654], [0.4932, 2.3733, -0.6812], [1.4722, 1.5283, 0.5302], [1.8747, 1.3744, -1.1919], [-1.8160, -0.3844, 0.1309], [-1.2574, 1.1642, 0.7750], [-0.9671, -0.3347, 2.6152], [0.6499, -0.3331, 1.8969], [-0.0442, -2.2317, 0.7649], [0.5104, -0.0399, -2.7467], [-0.9557, -0.9483, -2.0986]], "forces_ev_per_a": [[0.0, 0.0, 0.0], [-0.1, 0.2, 0.1], [-0.1, 0.0, 0.0], [0.0, 0.4, 0.1], [0.2, -0.2, -0.2], [-0.1, 0.1, -0.3], [0.1, -0.2, 0.1], [0.1, -0.1, 0.0], [-0.1, 0.0, -0.1], [-0.1, 0.0, 0.1], [0.1, 0.1, 0.0], [0.1, -0.1, 0.0], [0.0, -0.1, -0.1], [-0.1, 0.0, 0.0], [-0.1, 0.0, 0.1], [-0.1, -0.1, 0.2], [0.1, 0.1, 0.1]], "e_tot_ev": -9440.950, "e_homo_ha": -0.3702, "multiplicity": 1, "e_above_lowest_kj_mol": 201.90, "lumo_ev": 0.946}

***

# 7
{"formula": "C5H10O2", "method": "ωB97M-V with the def2-TZVPD basis set", "species": ["C", "C", "C", "C", "C", "O", "H", "H", "H", "H", "H", "H", "H", "H", "O", "H", "H"], "xyz": [[-0.0443, 1.8311, 0.2140], [1.0472, 0.8207, 0.4699], [1.0910, -0.5166, 0.4626], [-0.0046, -1.5611, 0.4440], [-1.3626, -0.9620, 0.6863], [-2.1154, -0.6171, -0.1998], [0.2700, 2.4372, -0.6460], [-0.1471, 2.5236, 1.0567], [-1.0290, 1.4304, -0.0240], [2.0153, 1.2936, 0.6295], [2.0852, -0.9604, 0.5148], [0.2242, -2.2668, 1.2543], [-0.0192, -2.1187, -0.4996], [-1.6514, -0.8052, 1.7441], [-0.0552, -0.3803, -2.3714], [-0.8385, -0.3950, -1.7992], [0.5344, 0.2466, -1.9360]], "forces_ev_per_a": [[0.0, 0.0, 0.0], [0.1, -0.1, 0.0], [0.1, 0.2, 0.2], [-0.1, 0.0, 0.0], [-0.3, 0.1, -0.3], [0.3, -0.3, 0.4], [-0.1, 0.0, 0.1], [0.0, -0.1, -0.1], [0.2, 0.0, 0.1], [0.0, 0.0, -0.2], [-0.2, 0.1, 0.2], [-0.1, 0.1, -0.1], [0.1, 0.2, 0.1], [0.0, 0.0, -0.1], [-0.1, 0.2, -0.1], [0.0, 0.0, -0.2], [0.0, -0.2, -0.1]], "e_tot_ev": -9441.020, "e_homo_ha": -0.3609, "multiplicity": 1, "e_above_lowest_kj_mol": 195.16, "lumo_ev": 0.674}

***

# 8
{"formula": "C5H10O2", "method": "ωB97M-V with the def2-TZVPD basis set", "species": ["O", "C", "C", "C", "C", "C", "O", "H", "H", "H", "H", "H", "H", "H", "H", "H", "H"], "xyz": [[2.7778, -0.4663, -0.8937], [1.8225, -0.7498, 0.1105], [0.4425, -0.2993, -0.3370], [-0.7969, -0.8663, 0.3496], [-1.8143, 0.2311, 0.0286], [-0.9647, 1.4867, 0.2156], [0.3579, 1.1202, -0.1696], [2.6783, 0.4692, -1.1139], [2.0829, -0.2568, 1.0593], [1.8491, -1.8335, 0.2643], [0.3958, -0.5337, -1.4120], [-0.6556, -0.9567, 1.4346], [-1.0748, -1.8476, -0.0460], [-2.7084, 0.2176, 0.6581], [-2.1316, 0.1464, -1.0179], [-0.9667, 1.8067, 1.2682], [-1.2938, 2.3320, -0.3985]], "forces_ev_per_a": [[0.1, 0.3, 0.0], [-0.3, -0.1, 0.2], [0.0, -0.2, -0.1], [0.0, -0.1, 0.0], [-0.1, 0.0, 0.0], [-0.2, 0.1, 0.1], [0.1, 0.1, -0.1], [0.1, -0.1, 0.0], [-0.1, -0.1, -0.1], [-0.1, 0.1, -0.1], [-0.1, 0.1, 0.1], [0.1, 0.0, -0.1], [0.1, 0.1, 0.1], [0.2, 0.0, 0.0], [0.0, 0.0, 0.2], [0.1, 0.0, -0.2], [0.0, -0.1, 0.1]], "e_tot_ev": -9441.629, "e_homo_ha": -0.3562, "multiplicity": 1, "e_above_lowest_kj_mol": 136.42, "lumo_ev": 1.021}

***

Copy entry 4 word for word.
{"formula": "C5H10O2", "method": "ωB97M-V with the def2-TZVPD basis set", "species": ["C", "O", "C", "C", "O", "C", "C", "H", "H", "H", "H", "H", "H", "H", "H", "H", "H"], "xyz": [[-0.4335, -0.0079, 2.2548], [0.3133, -0.4301, 1.1330], [-0.4630, -0.5673, -0.0106], [-0.9941, 1.0121, -0.6528], [-1.0816, 0.8912, -1.9401], [0.2649, -0.7141, -1.2112], [1.6874, -0.3324, -1.2688], [-0.8329, 1.0056, 2.1217], [-1.2720, -0.6932, 2.4482], [0.2483, -0.0180, 3.1075], [-1.3546, -1.1906, 0.1162], [-0.1063, 1.5116, -0.1916], [-1.9032, 1.3628, -0.1070], [-0.2171, -1.1616, -2.0686], [2.0983, -0.3886, -2.2774], [1.7905, 0.6897, -0.8750], [2.2555, -0.9692, -0.5782]], "forces_ev_per_a": [[-0.1, 0.1, 0.2], [0.1, 0.0, 0.0], [0.1, -0.4, -0.1], [0.0, 0.2, 0.2], [-0.1, 0.2, -0.2], [0.1, 0.0, 0.2], [0.0, 0.0, -0.1], [0.1, -0.1, 0.0], [0.1, 0.1, 0.0], [-0.1, 0.0, -0.1], [0.1, 0.1, 0.0], [-0.1, 0.0, -0.1], [0.2, -0.1, -0.1], [0.1, 0.1, 0.1], [-0.1, 0.0, 0.2], [0.0, -0.2, 0.0], [0.0, 0.1, -0.1]], "e_tot_ev": -9437.654, "e_homo_ha": -0.2887, "multiplicity": 1, "e_above_lowest_kj_mol": 519.95, "lumo_ev": -0.356}